C18H32INO14P2 | ωB97M-V with the def2-TZVPD basis set

Calculated values
Structure (SMILES)   O=NOC1=C(CC(=O)I)C(=O)OC1=O.CCOP(=O)(OCC)OCC.CCOP(=O)(OCC)OCC

Geometry as ORCA input:
```
! wB97M-V def2-TZVPD RIJCOSX def2/J DEFGRID3
* xyz 0 1
O 7.291 -2.116 6.711
N 6.214 -1.688 6.257
O 6.362 -1.329 4.981
C 6.025 -2.341 4.004
C 5.631 -3.763 4.004
C 5.420 -4.661 5.355
C 4.679 -6.112 5.103
O 5.135 -7.092 4.308
I 2.781 -6.513 6.197
C 5.490 -4.140 2.400
O 5.303 -5.313 1.792
O 5.602 -2.941 1.512
C 6.060 -1.852 2.419
O 6.390 -0.665 1.892
H 4.676 -4.040 6.052
H 6.424 -4.751 5.993
C 4.117 1.351 0.290
C 3.253 2.199 -0.620
O 1.873 1.884 -0.486
P 0.965 2.551 0.739
O 1.446 3.984 0.401
O -0.460 2.664 -0.120
C -1.081 3.931 -0.292
C -0.640 4.580 -1.597
O 0.427 0.951 1.116
C 1.091 -0.263 0.835
C 1.911 -0.703 2.030
H 3.886 1.553 1.340
H 5.177 1.564 0.128
H 3.953 0.285 0.108
H 3.452 3.260 -0.443
H 3.526 1.997 -1.661
H -0.881 4.579 0.568
H -2.164 3.770 -0.318
H 0.442 4.549 -1.739
H -0.963 5.626 -1.633
H -1.082 4.052 -2.449
H 1.685 -0.240 -0.077
H 0.314 -1.014 0.653
H 2.528 0.111 2.416
H 2.552 -1.549 1.767
H 1.252 -1.013 2.848
C -6.640 -0.216 -4.852
C -5.159 0.090 -4.776
O -4.797 0.651 -3.519
P -4.503 -0.329 -2.206
O -3.529 -1.224 -3.011
O -3.311 0.617 -1.525
C -2.016 0.073 -1.309
C -1.099 0.365 -2.489
O -5.591 0.670 -1.306
C -6.639 1.467 -1.815
C -7.950 0.709 -1.762
H -6.915 -0.979 -4.117
H -6.909 -0.587 -5.845
H -7.238 0.677 -4.649
H -4.578 -0.806 -5.008
H -4.908 0.834 -5.539
H -2.079 -1.001 -1.103
H -1.604 0.541 -0.409
H -1.564 0.138 -3.451
H -0.174 -0.215 -2.408
H -0.839 1.429 -2.511
H -6.445 1.872 -2.807
H -6.720 2.342 -1.159
H -7.851 -0.293 -2.185
H -8.731 1.253 -2.301
H -8.273 0.582 -0.724
*
```

---

C18H32N2O6 | ωB97M-V with the def2-TZVPD basis set

Calculated values
Structure (SMILES)   CCOC(=O)CNC(=O)[C@@H]1CCCN(C(=O)[C@@H](O)[C@@H](OC)C(C)C)CC1

Geometry as ORCA input:
```
! wB97M-V def2-TZVPD RIJCOSX def2/J DEFGRID3
* xyz 0 1
C -5.221 4.471 3.892
C -4.694 5.380 2.811
O -3.493 4.774 2.284
C -2.892 5.449 1.294
O -3.287 6.497 0.859
C -1.628 4.775 0.807
N -1.438 3.442 1.322
C -0.929 2.447 0.550
O -0.558 2.649 -0.596
C -0.849 1.086 1.217
C 0.606 0.685 1.533
C 1.669 0.850 0.444
C 1.329 0.210 -0.913
N 0.321 -0.843 -0.843
C 0.548 -2.104 -0.383
O -0.361 -2.864 -0.097
C 2.009 -2.563 -0.306
O 2.168 -3.545 0.686
C 2.489 -3.032 -1.702
O 3.689 -3.772 -1.574
C 4.783 -3.018 -1.095
C 1.500 -3.890 -2.494
C 1.157 -5.211 -1.806
C 2.044 -4.133 -3.899
C -1.067 -0.397 -0.918
C -1.631 0.016 0.437
H -6.132 4.894 4.314
H -5.455 3.485 3.491
H -4.493 4.358 4.695
H -5.403 5.504 1.993
H -4.443 6.371 3.189
H -1.659 4.729 -0.280
H -0.800 5.440 1.070
H -1.787 3.230 2.240
H -1.351 1.165 2.187
H 0.940 1.263 2.400
H 0.582 -0.359 1.860
H 1.873 1.908 0.274
H 2.591 0.417 0.842
H 0.919 0.976 -1.566
H 2.233 -0.163 -1.393
H 2.628 -1.715 -0.002
H 2.347 -4.389 0.258
H 2.688 -2.126 -2.294
H 5.671 -3.636 -1.208
H 4.912 -2.100 -1.680
H 4.663 -2.760 -0.039
H 0.582 -3.301 -2.581
H 2.062 -5.795 -1.623
H 0.625 -5.046 -0.869
H 0.510 -5.807 -2.452
H 2.952 -4.736 -3.862
H 1.307 -4.663 -4.505
H 2.282 -3.193 -4.403
H -1.108 0.432 -1.622
H -1.665 -1.221 -1.305
H -1.675 -0.876 1.065
H -2.660 0.357 0.293
*
```

---

C18H32N4O2S | ωB97M-V with the def2-TZVPD basis set

Geometry as ORCA input:
```
! wB97M-V def2-TZVPD RIJCOSX def2/J DEFGRID3
* xyz 0 1
C 4.311 -2.731 0.462
C 3.180 -1.965 -0.069
H 2.379 -2.558 -0.335
H 2.740 -1.350 0.726
C 3.346 -1.280 -1.459
C 2.054 -0.457 -1.696
N 0.983 -1.051 -2.145
N 0.138 0.049 -2.686
C 0.594 1.184 -2.230
N 1.935 0.931 -1.616
C 2.632 2.176 -0.925
H 3.603 2.056 -1.453
C 2.747 1.596 0.463
C 1.349 1.570 1.179
O 1.321 1.287 2.410
C 1.149 2.466 3.398
H 1.175 2.045 4.370
H 0.287 3.001 3.056
H 2.202 3.249 3.081
H 0.933 0.581 0.851
H 0.578 2.272 0.769
H 3.268 1.048 0.999
H 3.116 2.801 1.084
H 2.176 2.994 -1.007
S -0.151 2.877 -2.447
C -1.776 2.171 -1.911
H -2.440 2.879 -1.943
H -2.109 1.638 -2.733
C -1.992 1.569 -0.366
O -1.660 2.350 0.506
N -2.131 0.405 -0.310
C -2.567 -0.677 -1.424
C -4.018 -0.585 -1.516
H -4.300 -1.261 -2.492
H -4.437 0.335 -1.601
H -4.550 -0.919 -0.700
H -2.005 -0.348 -2.392
C -2.019 -2.046 -0.744
C -2.291 -2.470 0.436
C -1.730 -1.381 1.448
C -2.092 -0.180 1.312
C -3.706 0.144 1.997
H -3.605 -0.097 2.867
H -4.327 -0.790 1.394
H -4.036 1.135 1.478
H -1.356 0.540 1.654
H -1.675 -1.899 2.440
H -0.408 -1.646 1.193
H -3.315 -2.487 0.518
H -1.978 -3.440 0.627
H -2.463 -2.698 -1.768
H -0.919 -2.036 -1.256
H 4.316 -0.338 -1.199
H 3.700 -1.847 -2.019
H 4.717 -3.462 -0.298
H 4.076 -3.235 1.465
H 5.049 -2.113 0.559
*
```

---

| no. | highest occupied orbital energy (eV) | lowest unoccupied orbital energy (eV) | orbital gap (eV) |
| --- | --- | --- | --- |
| 1 | -9.88 | -2.3528 | 7.528 |
| 2 | -9.12 | 0.4971 | 9.615 |
| 3 | -8.65 | 0.6988 | 9.346 |